{"formula": "C49H45Cl2N8PPt", "method": "the ωB97M-V functional and the def2-TZVPD basis", "total_charge": 4, "relative_energy_kcal_mol": 0.0, "total_energy_ha": -3711.99396, "symbols": ["Pt", "C", "N", "C", "N", "C", "C", "C", "C", "C", "C", "C", "C", "C", "C", "C", "C", "C", "C", "P", "C", "N", "C", "C", "N", "C", "C", "C", "C", "C", "C", "C", "C", "C", "C", "C", "C", "C", "C", "N", "C", "C", "N", "C", "C", "C", "C", "C", "C", "C", "C", "C", "C", "C", "C", "C", "H", "H", "H", "H", "H", "H", "H", "H", "H", "H", "H", "H", "H", "H", "H", "H", "H", "H", "H", "H", "H", "H", "H", "H", "H", "H", "H", "H", "H", "H", "H", "H", "H", "H", "H", "H", "H", "H", "H", "Cl", "C", "Cl", "H", "H", "N", "N", "H", "H", "H", "H"], "positions_angstrom": [[0.706046, 1.095682, 0.646192], [-1.173384, -4.992267, -0.474360], [-0.690616, -3.815107, -1.213202], [-0.454194, -2.525560, -0.681131], [-0.150755, -1.686087, -1.617243], [-0.122950, -2.417071, -2.800800], [-0.466397, -3.776081, -2.534116], [-0.661120, -4.892822, -3.446319], [-0.010761, -6.113647, -3.230221], [-0.199165, -7.155870, -4.121131], [-1.054141, -6.996928, -5.206196], [-1.716698, -5.790847, -5.413539], [-1.512937, -4.732997, -4.547161], [0.234061, -1.816787, -3.998183], [0.737585, -2.481280, -5.142115], [1.017241, -1.781121, -6.275917], [0.749816, -0.357523, -6.410538], [0.330280, 0.343124, -5.356744], [0.147600, -0.306851, -4.021829], [-0.640413, -2.337695, 1.162024], [-1.581399, -0.792474, 1.369327], [-1.161164, 0.487375, 1.320288], [-2.161528, 1.280695, 1.813068], [-3.231253, 0.472465, 2.151205], [-2.839380, -0.811449, 1.869306], [-3.639082, -2.001494, 2.177376], [-4.512016, 0.802886, 2.795030], [-5.721884, 0.421530, 2.215564], [-6.919654, 0.744016, 2.834228], [-6.914602, 1.445944, 4.031829], [-5.711688, 1.828637, 4.611637], [-4.512032, 1.511789, 3.996572], [-2.043052, 2.731642, 2.023496], [-3.116408, 3.572116, 1.712999], [-3.024715, 4.934658, 1.948871], [-1.866769, 5.470970, 2.501216], [-0.803571, 4.639810, 2.825562], [-0.892005, 3.274668, 2.593880], [0.954723, -1.707300, 1.745042], [1.449837, -0.513928, 1.465639], [2.597570, -0.317352, 2.178776], [2.823985, -1.440603, 2.946150], [1.789056, -2.300004, 2.639772], [1.639957, -3.664272, 3.160703], [3.937456, -1.729343, 3.850741], [3.738285, -2.292605, 5.112705], [4.821629, -2.522542, 5.944433], [6.104080, -2.193381, 5.525578], [6.307155, -1.624450, 4.274621], [5.229148, -1.389775, 3.438717], [3.137066, 1.030479, 1.990203], [2.957513, 1.557146, 0.668099], [3.311577, 2.902324, 0.410329], [3.773376, 3.700833, 1.430217], [3.950226, 3.158588, 2.709004], [3.641031, 1.833509, 2.996073], [-1.914720, -4.685144, 0.255382], [-0.346532, -5.489630, 0.028498], [-1.630270, -5.675423, -1.184652], [0.665398, -6.236784, -2.392660], [0.315675, -8.094543, -3.968671], [-1.209591, -7.819563, -5.891510], [-2.398127, -5.683797, -6.246599], [-2.041662, -3.798748, -4.695970], [0.926718, -3.544870, -5.102618], [1.455899, -2.301149, -7.119628], [0.886225, 0.112137, -7.375699], [0.102003, 1.401278, -5.428271], [-0.798202, -0.009553, -3.565507], [-4.256052, -1.784324, 3.044557], [-2.979294, -2.833090, 2.407077], [-4.283398, -2.255254, 1.338096], [-5.737471, -0.098371, 1.264325], [-7.856554, 0.452806, 2.379354], [-7.849829, 1.695671, 4.514258], [-5.709345, 2.370219, 5.547758], [-3.575535, 1.800779, 4.457874], [-4.022648, 3.158030, 1.288081], [-3.861187, 5.578543, 1.711976], [-1.804152, 6.532606, 2.699310], [0.084360, 5.054355, 3.284608], [-0.078245, 2.623236, 2.896728], [2.625403, -4.111520, 3.260835], [1.045942, -4.246094, 2.462234], [1.147331, -3.646267, 4.129577], [2.741035, -2.514037, 5.471010], [4.664785, -2.951096, 6.924761], [6.947252, -2.377935, 6.177376], [7.307643, -1.375465, 3.948270], [5.392608, -0.969139, 2.453272], [3.017905, 0.837291, -0.153679], [3.266827, 3.291083, -0.599177], [4.046040, 4.730156, 1.242225], [4.336980, 3.790990, 3.498660], [3.772014, 1.440714, 3.995886], [-1.990325, 1.957508, -2.086582], [-1.443086, 3.349685, -1.180096], [0.241233, 3.120570, -0.554062], [-2.074183, 3.503431, -0.310099], [-1.372767, 4.224598, -1.817526], [2.539619, -0.061587, -3.122658], [1.155447, 0.262033, -3.016988], [2.921485, 0.372723, -3.958910], [2.644333, -1.069599, -3.184441], [0.827491, -0.028209, -2.081701], [1.087577, 1.283984, -3.045537]], "atomic_forces_ev_per_a": [[-0.1, 0.3, 0.3], [0.0, 0.0, 0.0], [0.2, 0.1, 0.1], [0.0, -0.4, 0.3], [-0.2, 0.1, 0.2], [0.1, -0.3, -0.1], [-0.1, 0.1, 0.1], [0.1, 0.0, 0.0], [0.0, 0.0, 0.0], [0.0, 0.0, 0.0], [0.0, 0.0, 0.0], [0.0, 0.0, 0.0], [0.0, 0.0, 0.0], [0.1, 0.0, -0.1], [-0.2, 0.0, 0.0], [0.0, 0.1, 0.0], [-0.1, -0.1, 0.0], [0.1, 0.0, 0.1], [0.3, 0.1, 0.0], [-0.3, 0.3, 0.2], [0.1, 0.0, -0.1], [0.3, -0.3, -0.6], [-0.1, 0.1, 0.1], [0.1, -0.1, 0.0], [0.0, 0.0, 0.1], [0.0, 0.0, 0.0], [0.0, 0.0, 0.0], [0.0, 0.1, -0.1], [0.0, 0.0, 0.0], [0.0, 0.0, 0.0], [0.0, 0.0, 0.0], [0.0, -0.1, 0.0], [0.0, 0.0, 0.0], [0.0, 0.0, 0.0], [0.0, 0.0, 0.0], [0.0, 0.0, 0.0], [0.0, 0.0, 0.0], [0.0, 0.0, 0.0], [0.0, -0.1, -0.2], [0.0, -0.1, 0.2], [-0.1, 0.1, 0.1], [0.1, 0.0, -0.1], [0.0, 0.0, 0.0], [0.0, 0.0, 0.0], [0.0, 0.0, 0.0], [0.0, 0.1, 0.0], [0.0, 0.0, 0.0], [0.0, 0.0, 0.0], [0.0, 0.0, 0.0], [0.0, 0.0, 0.0], [0.2, -0.1, 0.0], [-0.4, -0.2, -0.1], [0.1, 0.0, 0.1], [0.0, 0.0, 0.0], [0.0, 0.0, 0.0], [0.0, -0.1, 0.0], [0.0, 0.0, 0.0], [0.0, 0.0, 0.0], [0.0, 0.0, 0.0], [0.0, 0.0, 0.0], [0.0, 0.0, 0.0], [0.0, 0.0, 0.0], [0.0, 0.0, 0.0], [0.0, 0.0, 0.0], [-0.1, 0.0, 0.0], [0.0, 0.0, 0.0], [0.0, 0.0, 0.0], [0.1, 0.0, 0.0], [-0.2, 0.0, -0.2], [0.0, 0.0, 0.0], [0.0, 0.0, 0.0], [0.0, 0.0, 0.0], [0.0, 0.0, 0.0], [0.0, 0.0, 0.0], [0.0, 0.0, 0.0], [0.0, 0.0, 0.0], [0.0, 0.0, 0.0], [0.0, 0.0, 0.0], [0.0, 0.0, 0.0], [0.0, 0.0, 0.0], [0.0, 0.0, 0.0], [0.0, 0.0, 0.0], [0.0, 0.0, 0.0], [0.0, 0.0, 0.0], [0.0, 0.0, 0.0], [0.0, 0.0, 0.0], [0.0, 0.0, 0.0], [0.0, 0.0, 0.0], [0.0, 0.0, 0.0], [0.0, 0.0, 0.0], [0.1, 0.1, -0.1], [0.0, 0.0, 0.0], [0.0, 0.0, 0.0], [0.0, 0.0, 0.0], [0.0, 0.0, 0.0], [0.0, -0.1, 0.0], [0.0, 0.0, 0.1], [0.1, 0.0, 0.0], [0.0, 0.0, -0.1], [0.0, 0.0, 0.0], [0.0, 0.1, 0.0], [0.0, 0.4, -0.2], [0.0, -0.1, 0.0], [0.0, 0.0, 0.0], [-0.1, -0.2, 0.2], [0.0, 0.0, 0.0]]}



{"formula": "Cl5CsO20", "method": "the ωB97M-V functional and the def2-TZVPD basis", "total_charge": -4, "total_energy_ha": -3824.50862, "symbols": ["Cs", "Cl", "O", "O", "O", "O", "Cl", "O", "O", "O", "O", "Cl", "O", "O", "O", "O", "Cl", "O", "O", "O", "O", "Cl", "O", "O", "O", "O"], "positions_angstrom": [[0.682635, -0.372266, -0.304194], [-2.660065, 2.872524, 0.917866], [-4.041235, 2.763144, 1.266276], [-2.265515, 1.532004, 0.842566], [-2.653385, 3.546614, -0.390084], [-2.050175, 3.620994, 1.974596], [2.952205, 3.941664, -1.833314], [3.002265, 4.955644, -0.759324], [2.131905, 2.979544, -1.066174], [2.089295, 4.448204, -2.855964], [4.301295, 3.550604, -2.090734], [-3.944665, -2.084506, -3.088744], [-3.191645, -3.119346, -3.759674], [-3.745035, -0.875086, -3.814124], [-5.384715, -2.279906, -3.261814], [-3.719525, -1.896616, -1.670804], [4.155895, -0.109996, 3.666326], [2.969025, -0.382146, 3.017416], [5.244365, 0.438194, 2.804446], [3.806765, 0.668444, 4.882976], [4.718325, -1.357186, 4.084556], [-0.546595, -4.571196, 0.310746], [-1.410875, -3.661696, -0.531474], [-1.208045, -5.284256, 1.241916], [0.221905, -5.483436, -0.520904], [0.545585, -3.839936, 0.937646]], "atomic_forces_ev_per_a": [[-0.3, 0.1, 0.3], [-4.1, 1.8, -1.1], [-2.3, 0.6, 0.7], [3.1, -2.3, -0.5], [1.5, -0.3, 1.2], [1.6, 0.4, -0.2], [-3.9, 1.8, 7.7], [1.5, 1.4, -1.5], [1.1, -2.3, -2.1], [1.3, -0.2, -2.3], [0.2, -0.8, -1.9], [-2.8, 1.3, -0.3], [0.2, -0.5, 1.0], [1.7, 1.7, -0.4], [-0.3, -1.7, 0.3], [1.0, -0.8, -0.9], [3.9, 0.1, 2.4], [-3.1, 0.1, -2.8], [-2.2, 0.9, 0.9], [1.2, 0.2, -1.5], [0.4, -1.4, 1.1], [5.1, 4.1, -6.1], [1.5, -1.9, 2.1], [-4.5, -3.1, 4.5], [-1.1, -0.8, -1.3], [-0.8, 1.8, 0.8]]}



{"formula": "C6H13N3", "method": "the ωB97M-V functional and the def2-TZVPD basis", "relative_energy_kcal_mol": 59.4, "total_energy_ha": -400.59841, "smiles": "C/N=C(C)/C(N)=C(/C)N", "symbols": ["C", "N", "C", "C", "C", "N", "C", "C", "N", "H", "H", "H", "H", "H", "H", "H", "H", "H", "H", "H", "H", "H"], "positions_angstrom": [[2.016262, -1.323397, -0.606171], [0.821883, -0.518646, -0.730736], [0.749832, 0.654462, -0.065492], [1.877378, 1.629489, 0.119616], [-0.542845, 0.811291, 0.392218], [-1.263764, 2.027725, 0.489797], [-1.149631, -0.512313, 0.240732], [-2.287299, -0.735030, -0.709647], [-1.005955, -1.436129, 1.229846], [2.095485, -2.013069, -1.449284], [2.943872, -0.737042, -0.556470], [1.982192, -1.937505, 0.313892], [2.571378, 1.287398, 0.892990], [1.474584, 2.592286, 0.435053], [2.448084, 1.764182, -0.802733], [-1.990892, 2.037750, 1.189356], [-1.607628, 2.410023, -0.384776], [-2.621038, -1.773592, -0.735545], [-3.136365, -0.113676, -0.412330], [-1.974965, -0.432244, -1.709378], [-1.169376, -2.407215, 0.998421], [-0.231194, -1.274748, 1.860642]], "atomic_forces_ev_per_a": [[0.0, 0.1, 0.0], [-0.3, 0.1, 0.2], [0.0, -0.2, 0.0], [0.0, 0.0, 0.0], [0.1, -0.1, 0.0], [-0.1, 0.1, -0.1], [0.2, 0.0, 0.0], [0.0, 0.0, 0.0], [0.1, 0.0, -0.2], [0.0, 0.0, 0.0], [-0.1, 0.0, 0.0], [0.0, 0.0, -0.1], [0.0, 0.0, 0.0], [0.0, 0.0, 0.0], [0.0, 0.0, 0.0], [0.1, 0.0, 0.0], [0.0, -0.1, 0.1], [0.0, 0.0, 0.0], [0.1, 0.0, 0.0], [0.0, 0.0, 0.0], [0.0, 0.1, 0.0], [-0.1, 0.0, 0.0]]}